Entry 1:
The following is a quantum chemistry calculation of a 4-piece molecular cluster, H9O4 overall at a distorted geometry, from the OMol25 dataset.

Structure (ORCA input):
```
! RIJCOSX wB97M-V def2-TZVPD def2/J DEFGRID3
* xyz 1 1
O -1.8393 -0.6258 1.1155
O 0.2217 -0.3539 -0.8570
O 2.1708 -1.2674 0.6251
O -0.5613 2.1488 -1.1260
H -0.0148 2.7685 -1.6530
H -0.6964 -0.5175 -0.5604
H -0.0957 0.7243 -0.8021
H -1.5463 -0.9329 1.9827
H 0.9097 -0.7075 -0.1416
H 2.2472 -2.1165 0.7911
H -2.6519 -0.1652 1.1839
H -0.7646 2.6533 -0.2915
H 2.6782 -0.9205 1.4296
*
```

## Properties
- energy above the lowest of the compared OMol25 structures with the same formula, charge and spin (kcal/mol) = 29.9
- M (g/mol) = 73.1
- max |F| (eV/A) = 7.16



Entry 2:
The following is a quantum chemistry calculation of H9O4 as an isolated structure at a distorted geometry, from the OMol25 dataset.

Structure (ORCA input):
```
! RIJCOSX wB97M-V def2-TZVPD def2/J DEFGRID3
* xyz 1 1
O -2.4439 0.8790 -0.3407
O 0.2047 0.7720 -0.3762
O 1.5220 -1.1384 -0.7923
O 0.7538 -0.5586 1.5017
H 2.4631 -1.2499 -0.9699
H 0.7878 -0.1441 -0.9592
H 0.8179 1.5249 -0.4975
H -3.3565 1.1587 -0.1920
H 0.3254 0.1964 0.8030
H 1.3449 -1.3490 0.1897
H -2.4887 -0.0469 -0.0564
H -0.7818 0.9302 -0.5355
H 0.4597 -0.6508 2.4093
*
```

## Properties
- energy above the lowest of the compared OMol25 structures with the same formula, charge and spin (kcal/mol) = 50.5
- M (g/mol) = 73.1
- max |F| (eV/A) = 4.79



Entry 3:
The following is a quantum chemistry calculation of a 4-piece molecular cluster, H9O4 overall at a distorted geometry, from the OMol25 dataset.

Structure (ORCA input):
```
! RIJCOSX wB97M-V def2-TZVPD def2/J DEFGRID3
* xyz 1 1
O -0.0560 0.0667 0.2625
O -1.6017 -0.2570 -1.5493
O 0.0841 -1.3229 2.3641
O 1.7272 1.5378 -0.9623
H -2.4822 -0.0357 -1.4198
H 0.5106 -1.4117 3.2454
H 1.5283 2.4770 -0.9380
H 0.2440 -0.6908 0.9468
H 0.6690 0.4785 -0.2688
H -1.4888 -0.6360 -2.4993
H 2.5337 1.5210 -1.5701
H -0.8472 -0.3484 -0.3717
H -0.8211 -1.3784 2.7606
*
```

## Properties
- energy above the lowest of the compared OMol25 structures with the same formula, charge and spin (kcal/mol) = 20.5
- M (g/mol) = 73.1
- max |F| (eV/A) = 4.20



Entry 4:
The following is a quantum chemistry calculation of a 2-piece molecular cluster, H9OPSi3 overall, from the OMol25 dataset.

Structure (ORCA input):
```
! RIJCOSX wB97M-V def2-TZVPD def2/J DEFGRID3
* xyz 0 1
P 0.9689 -2.8248 -1.0058
Si 2.8201 -2.3227 -2.0906
Si -2.2659 1.8817 2.3883
Si -0.7254 0.7675 -0.1411
O -1.2766 1.5939 1.1356
H -1.8157 0.6241 -1.1044
H 2.5278 -1.4700 -3.2439
H -1.3942 1.9920 3.5520
H -2.9488 3.1333 2.0727
H 3.4326 -3.5680 -2.5618
H -3.1980 0.7688 2.5292
H 3.7690 -1.6353 -1.2113
H 0.3634 1.5983 -0.6455
H -0.2572 -0.5387 0.3265
*
```

## Properties
- energy above the lowest of the compared OMol25 structures with the same formula, charge and spin (kcal/mol) = 40.0
- M (g/mol) = 140.3
- max |F| (eV/A) = 0.51



Question: Look up the energy above the lowest of the compared OMol25 structures with the same formula, charge and spin of the first one.
Answer: 29.9 kcal/mol



Question: Among the records above, which one has the highest M?
Answer: H9OPSi3